Record 1
Density functional theory data (ωB97M-V with the def2-TZVPD basis set) for a 19-piece molecular cluster, C40H125N7O19 overall at a distorted geometry.

Properties
HOMO level = -8.78 eV
orbital gap = 8.81 eV

```
! wB97M-V def2-TZVPD RIJCOSX def2/J DEFGRID3
* xyz 0 1
O -2.855 -4.695 0.321
H -3.502 -4.926 0.995
H -2.120 -4.275 0.805
O 5.196 2.515 0.126
H 5.901 2.874 0.675
H 4.614 3.269 -0.049
O 3.367 4.745 -0.299
H 2.842 5.433 0.121
H 2.929 4.582 -1.143
O 2.521 -3.179 0.510
H 3.314 -2.864 0.047
H 2.058 -3.730 -0.142
O 6.124 0.093 -0.559
H 7.016 0.218 -0.224
H 5.632 0.892 -0.284
O 4.776 -2.203 -0.975
H 5.358 -1.450 -0.742
H 5.363 -2.869 -1.344
C -5.780 -2.268 0.231
C -7.249 -2.512 0.493
O -7.310 -3.726 1.247
H -5.656 -1.327 -0.319
H -5.384 -3.025 -0.445
H -5.239 -2.067 1.154
H -7.753 -2.660 -0.468
H -7.698 -1.617 0.933
H -8.241 -3.889 1.430
C 3.530 -0.095 -4.989
C 2.005 -0.084 -4.857
O 1.636 1.117 -4.202
H 4.035 -0.055 -4.024
H 3.872 0.723 -5.625
H 3.855 -1.008 -5.498
H 1.778 -0.939 -4.210
H 1.505 -0.117 -5.823
H 1.879 0.957 -3.268
C -3.422 -4.802 -4.465
C -3.201 -4.445 -3.028
O -2.722 -5.580 -2.300
H -2.502 -4.986 -5.021
H -3.951 -3.994 -4.974
H -4.071 -5.676 -4.528
H -4.155 -4.191 -2.552
H -2.499 -3.616 -2.897
H -2.635 -5.292 -1.376
C -0.268 1.171 3.372
C -1.052 0.989 4.668
O -0.128 0.816 5.744
H 0.515 1.918 3.494
H -0.937 1.440 2.553
H 0.192 0.210 3.118
H -1.767 0.166 4.612
H -1.594 1.925 4.789
H 0.309 -0.024 5.564
C -1.539 3.714 0.299
C -2.385 2.808 -0.568
O -3.737 3.097 -0.297
H -1.589 4.772 0.050
H -0.500 3.361 0.341
H -1.920 3.587 1.317
H -2.152 1.744 -0.421
H -2.102 2.930 -1.624
H -4.222 2.511 -0.916
C 4.167 -0.272 4.150
C 3.674 -0.901 2.843
O 2.904 -2.026 3.117
H 4.519 -1.038 4.844
H 3.335 0.171 4.704
H 4.965 0.461 4.041
H 4.569 -1.178 2.269
H 3.181 -0.107 2.267
H 2.708 -2.421 2.255
C 3.734 3.513 3.401
C 3.899 4.987 3.807
C 4.662 5.186 5.112
O 4.470 6.495 5.591
C 5.085 6.766 6.832
N 4.665 5.669 2.755
H 3.163 3.427 2.476
H 3.363 2.829 4.165
H 4.731 3.101 3.211
H 2.884 5.393 3.768
H 5.720 4.907 5.076
H 4.275 4.521 5.899
H 4.692 6.116 7.617
H 4.807 7.785 7.111
H 6.175 6.843 6.798
H 4.174 5.516 1.884
H 4.762 6.655 2.955
C 3.750 3.756 -3.575
C 3.190 4.406 -4.811
C 4.245 5.328 -5.445
O 3.733 6.209 -6.410
C 4.686 6.983 -7.067
N 2.675 3.392 -5.716
H 4.488 2.996 -3.845
H 2.994 3.222 -2.996
H 4.268 4.492 -2.958
H 2.315 4.999 -4.508
H 4.962 4.678 -5.966
H 4.760 5.864 -4.639
H 5.196 7.728 -6.446
H 4.137 7.569 -7.805
H 5.388 6.328 -7.594
H 2.179 2.682 -5.179
H 2.017 3.767 -6.387
C -2.074 -2.189 2.603
C -0.731 -2.933 2.594
C -0.712 -4.184 3.437
O -0.746 -3.810 4.798
C -1.017 -4.950 5.605
N -0.446 -3.242 1.172
H -2.613 -2.005 3.536
H -2.797 -2.653 1.931
H -1.905 -1.163 2.314
H 0.012 -2.272 3.055
H 0.203 -4.753 3.230
H -1.518 -4.880 3.170
H -0.296 -5.753 5.433
H -2.035 -5.302 5.417
H -0.970 -4.680 6.659
H -0.511 -2.285 0.814
H 0.550 -3.391 1.044
C -5.952 -0.484 -3.423
C -4.763 0.358 -2.948
C -3.616 0.560 -3.941
O -3.105 -0.700 -4.291
C -1.968 -0.593 -5.121
N -5.205 1.622 -2.355
H -6.489 -0.028 -4.256
H -6.620 -0.641 -2.576
H -5.553 -1.457 -3.716
H -4.329 -0.196 -2.115
H -2.858 1.171 -3.437
H -3.973 1.142 -4.800
H -1.050 -0.271 -4.617
H -2.107 0.145 -5.917
H -1.736 -1.586 -5.504
H -5.565 2.283 -3.037
H -5.995 1.428 -1.749
C 1.105 -8.347 -0.225
C 1.119 -6.820 -0.163
C 1.146 -6.224 -1.580
O 1.185 -4.816 -1.579
C 0.895 -4.286 -2.855
N -0.101 -6.372 0.507
H 1.369 -8.720 0.767
H 1.853 -8.720 -0.925
H 0.121 -8.775 -0.414
H 1.977 -6.438 0.395
H 0.229 -6.574 -2.065
H 2.057 -6.550 -2.098
H -0.112 -4.546 -3.201
H 1.582 -4.635 -3.632
H 0.870 -3.197 -2.921
H -0.096 -5.362 0.394
H -0.949 -6.623 0.006
C -3.547 0.084 2.142
C -4.613 0.949 2.824
C -3.992 1.968 3.782
O -5.036 2.736 4.344
C -4.589 3.680 5.309
N -5.306 1.658 1.724
H -3.003 -0.577 2.846
H -2.832 0.643 1.535
H -4.052 -0.610 1.471
H -5.332 0.349 3.383
H -3.281 2.647 3.294
H -3.416 1.425 4.537
H -5.516 3.986 5.800
H -4.156 4.584 4.878
H -4.010 3.229 6.118
H -4.562 2.106 1.189
H -5.874 2.438 2.033
C 0.789 1.616 -0.013
C 1.310 0.274 -0.502
C 0.180 -0.566 -1.124
O -0.875 -0.766 -0.218
C -2.039 -1.277 -0.871
N 2.397 0.483 -1.481
H 1.423 2.141 0.702
H -0.170 1.467 0.483
H 0.513 2.291 -0.827
H 1.739 -0.334 0.301
H 0.650 -1.504 -1.438
H -0.188 0.069 -1.939
H -2.843 -1.331 -0.143
H -1.866 -2.316 -1.172
H -2.199 -0.655 -1.749
H 2.824 -0.421 -1.672
H 3.160 1.040 -1.118
*
```

***

Record 2
Density functional theory data (ωB97M-V with the def2-TZVPD basis set) for C20H26IN2O4Pt as an isolated structure at a distorted geometry.

Properties
HOMO level = -3.47 eV
ΔE to the lowest compared entry with this formula, charge and spin = 0.00 kcal/mol
orbital gap = 4.88 eV

```
! wB97M-V def2-TZVPD RIJCOSX def2/J DEFGRID3
* xyz -1 1
Pt 0.449 -1.308 -0.785
C 2.616 -3.783 -2.726
C 2.955 -2.407 -2.138
C 4.423 -2.389 -1.695
C 2.723 -1.328 -3.192
C 2.040 -2.216 -0.939
H 3.233 -3.983 -3.610
H 1.562 -3.812 -3.011
H 2.791 -4.575 -1.992
H 5.091 -2.579 -2.543
H 4.608 -3.151 -0.934
H 4.679 -1.413 -1.273
H 3.331 -1.518 -4.087
H 2.981 -0.345 -2.793
H 1.669 -1.299 -3.470
H 2.422 -2.789 -0.080
N 0.238 -1.731 2.447
C -0.878 -1.203 3.067
C -1.928 -0.662 2.308
C -3.095 -0.235 2.919
C -3.257 -0.332 4.300
C -2.209 -0.834 5.061
C -1.031 -1.256 4.460
H 0.367 -1.490 1.452
H 1.087 -1.713 2.987
H -1.799 -0.564 1.237
H -3.882 0.197 2.309
H -4.178 -0.012 4.771
H -2.308 -0.903 6.139
H -0.217 -1.638 5.066
N -3.885 -1.690 -1.265
C -2.603 -1.251 -1.483
O -1.677 -1.828 -0.939
C -2.410 -0.111 -2.413
I -3.071 1.690 -0.952
H -3.957 -2.284 -0.452
H -4.598 -0.979 -1.319
H -3.207 0.167 -3.090
H -1.394 0.208 -2.634
O 0.158 4.056 -2.239
C 0.137 4.192 -0.905
C 0.069 5.474 -0.358
C 0.050 5.646 1.014
C 0.106 4.547 1.869
C 0.176 3.272 1.328
C 0.192 3.077 -0.050
C 0.277 1.681 -0.619
O 0.324 1.556 -1.874
O 0.308 0.737 0.219
H 0.202 3.062 -2.389
H 0.029 6.325 -1.029
H -0.011 6.648 1.425
H 0.088 4.687 2.944
H 0.215 2.392 1.958
*
```

***

Record 3
Density functional theory data (ωB97M-V with the def2-TZVPD basis set) for C26H25N3O4W as an isolated structure at a distorted geometry.

Properties
HOMO level (spin up / spin down) = -13.94 / -14.11 eV
ΔE to the lowest compared entry with this formula, charge and spin = 11.21 kcal/mol
orbital gap (spin up / spin down) = 6.68 / 6.76 eV

```
! wB97M-V def2-TZVPD RIJCOSX def2/J DEFGRID3
* xyz 2 3
W 1.279 -0.961 -0.560
C 4.874 -2.950 -0.251
C 3.495 -2.584 0.180
O 2.634 -2.314 -0.818
C 3.108 -2.567 1.489
C 1.766 -2.449 1.954
C 1.387 -2.988 3.290
N 0.848 -1.933 1.160
N -0.496 -2.082 1.503
C -1.207 -1.774 0.481
O -0.605 -1.346 -0.669
C -2.664 -1.915 0.422
C -3.391 -2.147 1.589
C -4.766 -2.282 1.516
C -5.414 -2.194 0.289
C -4.689 -1.969 -0.873
C -3.312 -1.825 -0.809
H 4.958 -2.927 -1.333
H 5.122 -3.951 0.103
H 5.598 -2.261 0.187
H 3.856 -2.841 2.221
H 2.269 -3.111 3.912
H 0.917 -3.965 3.153
H 0.653 -2.349 3.776
H -2.880 -2.220 2.539
H -5.338 -2.461 2.416
H -6.488 -2.310 0.238
H -5.195 -1.918 -1.828
H -2.737 -1.671 -1.712
C 1.011 4.954 -0.751
O 0.215 3.758 -0.787
C -0.274 3.300 0.388
C 0.117 3.747 1.646
C -0.462 3.201 2.781
C -1.441 2.216 2.696
C -1.846 1.777 1.452
C -1.250 2.306 0.317
N -1.766 1.898 -0.956
C -1.207 1.612 -2.081
C 0.175 1.351 -2.434
C 0.437 1.214 -3.792
C 1.685 0.813 -4.285
C 2.695 0.513 -3.403
C 2.463 0.629 -2.016
C 1.223 1.066 -1.527
O 1.091 0.956 -0.181
H 1.183 5.227 -1.787
H 1.963 4.763 -0.255
H 0.470 5.751 -0.241
H 0.862 4.521 1.742
H -0.149 3.562 3.752
H -1.893 1.811 3.590
H -2.619 1.022 1.352
H -2.782 1.878 -0.985
H -1.913 1.468 -2.893
H -0.363 1.406 -4.497
H 1.839 0.727 -5.351
H 3.668 0.204 -3.759
H 3.287 0.615 -1.301
*
```

***

Record 4
Density functional theory data (ωB97M-V with the def2-TZVPD basis set) for one molecule with the formula C7H12N2O4 at a distorted geometry.

Properties
HOMO level (spin up / spin down) = -4.55 / -9.50 eV
ΔE to the lowest compared entry with this formula, charge and spin = 57.20 kcal/mol
orbital gap (spin up / spin down) = 4.65 / 7.60 eV

```
! wB97M-V def2-TZVPD RIJCOSX def2/J DEFGRID3
* xyz 0 3
C -0.153 0.003 -0.060
C -0.657 1.028 0.562
C 1.918 -0.899 0.714
C -1.579 -1.156 -0.173
C -0.075 2.299 1.092
C 1.829 0.310 -1.570
C 1.144 -0.566 -0.505
N -2.598 -0.248 0.195
N -1.365 -2.251 0.804
O 1.328 -1.843 1.382
O 3.075 -0.668 0.986
O -2.022 0.847 0.841
O -1.680 -1.734 -1.380
H 0.390 2.943 0.342
H 0.757 1.991 1.869
H -0.878 2.763 1.556
H 2.669 -0.301 -1.795
H 2.022 1.379 -1.195
H 1.205 0.311 -2.429
H 1.109 -1.603 -0.937
H -2.986 0.022 -0.680
H -1.749 -3.099 0.392
H -1.831 -1.927 1.664
H 0.493 -2.051 0.969
H -1.136 -2.605 -1.326
*
```